{"formula": "C3H3NO3", "method": "ωB97M-V with the def2-TZVPD basis set", "orbital_gap_ev": 9.78, "relative_energy_kcal_mol": 87.4, "max_force_ev_per_a": 5.2, "symbols": ["O", "C", "C", "N", "O", "C", "O", "H", "H", "H"], "coordinates": [[-1.601, -0.813, 1.974], [-0.503, -0.729, 1.466], [-0.120, -0.111, 0.178], [1.055, -0.572, -0.061], [1.443, 0.190, -1.180], [0.337, 1.017, -1.549], [-0.669, 0.785, -0.541], [0.345, -1.183, 1.941], [-0.009, 0.759, -2.526], [0.617, 2.058, -1.579]], "atomic_forces_ev_per_a": [[0.6, 0.5, -0.6], [-2.7, -0.3, 0.9], [1.8, -3.3, 3.5], [-0.3, 1.7, -1.3], [0.2, 0.2, -0.7], [0.7, 0.0, 0.0], [-0.6, 1.6, -1.8], [0.7, -0.4, 0.2], [-0.6, -0.6, -0.6], [0.2, 0.4, 0.4]]}

{"formula": "C3H3NO3", "method": "ωB97M-V with the def2-TZVPD basis set", "orbital_gap_ev": 10.52, "relative_energy_kcal_mol": 53.2, "max_force_ev_per_a": 1.4, "symbols": ["N", "C", "O", "C", "O", "C", "O", "H", "H", "H"], "coordinates": [[-1.059, 0.340, -1.132], [-0.247, 0.080, -0.129], [-0.874, 0.434, 1.029], [-0.096, 0.197, 2.140], [-0.484, 0.442, 3.239], [1.630, -0.889, -1.932], [2.549, -1.225, -1.354], [-1.988, 0.739, -1.028], [0.879, -0.229, 1.859], [-0.724, 0.123, -2.061]], "atomic_forces_ev_per_a": [[0.2, -0.1, 0.1], [-0.4, 0.2, -0.2], [0.1, 0.0, -0.1], [0.0, 0.1, 0.6], [0.1, -0.1, -0.6], [1.2, -0.5, 0.6], [-1.1, 0.4, -0.7], [0.1, -0.1, 0.0], [-0.1, 0.1, 0.1], [-0.1, 0.0, 0.2]]}